Record 1
This record from the OMol25 dataset describes a molecular structure, C35H68Ge2N7O5Sr. The level of theory is ωB97M-V with the def2-TZVPD basis set.

Atoms and positions in Å:
Sr1 -0.5270 0.0563 0.7823
C1 -1.3041 2.5799 2.7970
O1 -1.4704 1.5897 1.8022
C2 -2.7057 0.9431 1.8658
C3 -2.8199 -0.1877 0.8570
O2 -2.3102 0.1155 -0.4191
C4 -3.0359 1.1495 -1.0948
C5 -2.4296 2.5362 -0.9784
O3 -1.1849 2.5148 -1.6353
C6 -0.7968 3.7628 -2.1780
H1 -1.4615 2.1693 3.7974
H2 -0.2836 2.9437 2.7318
H3 -2.0038 3.4113 2.6545
H4 -2.8729 0.5062 2.8602
H5 -3.5242 1.6588 1.7121
H6 -2.2530 -1.0319 1.2257
H7 -3.8675 -0.4930 0.8147
H8 -3.0367 0.8989 -2.1546
H9 -4.0726 1.1822 -0.7461
H10 -3.1234 3.2430 -1.4497
H11 -2.3045 2.8531 0.0587
H12 -1.5676 4.1560 -2.8484
H13 -0.6008 4.5047 -1.3951
H14 0.1118 3.5900 -2.7511
N1 1.3433 2.0320 0.1765
C7 2.5870 1.6640 0.8747
C8 3.6591 2.7530 0.7554
C9 5.0639 2.5289 1.3628
C10 5.8675 1.3011 0.8712
N2 5.5351 -0.0168 1.4165
C11 5.6727 -0.3598 2.6959
N3 5.2173 -1.5422 3.0977
N4 6.4571 0.3638 3.5107
C12 2.1703 1.1964 2.3120
O4 2.9643 1.3232 3.2521
O5 1.0314 0.6572 2.3636
H15 1.5404 2.2408 -0.7961
H16 0.9668 2.8790 0.5937
H17 2.9277 0.7652 0.3613
H18 3.2559 3.6682 1.1996
H19 3.7956 2.9398 -0.3157
H20 4.9640 2.4996 2.4445
H21 5.6562 3.4059 1.0907
H22 6.9255 1.4678 1.0911
H23 5.7790 1.2224 -0.2126
H24 4.9460 -0.6327 0.8689
H25 4.5161 -2.0046 2.5051
H26 5.1808 -1.7324 4.0833
H27 6.6624 1.3131 3.2550
H28 6.3648 0.1981 4.4976
C13 -1.3178 -4.6083 -2.5565
C14 -0.5464 -3.4666 -1.8971
Ge1 -0.2001 -1.9815 -3.1811
C15 -1.9554 -1.1492 -3.6826
C16 -2.4735 -1.6393 -5.0349
C17 0.5631 -2.6505 -4.8798
C18 1.6828 -1.9552 -5.1436
Ge2 1.9570 -0.7843 -3.5410
C19 3.5479 -1.1144 -2.3719
C20 4.8745 -1.4216 -3.0654
C21 1.7595 1.1732 -3.8875
C22 2.9657 1.8426 -4.5442
C23 2.4964 -1.9979 -6.3673
C24 2.0454 -2.6109 -7.5401
C25 2.8283 -2.6188 -8.6813
C26 4.0809 -2.0193 -8.6813
C27 4.5382 -1.3972 -7.5292
C28 3.7480 -1.3803 -6.3924
H29 -1.5420 -5.4029 -1.8415
H30 -0.7349 -5.0428 -3.3694
H31 -2.2644 -4.2562 -2.9727
H32 0.4147 -3.8146 -1.5145
H33 -1.1054 -3.0589 -1.0483
H34 -1.8210 -0.0648 -3.7143
H35 -2.6805 -1.3728 -2.8940
H36 -1.7874 -1.3549 -5.8331
H37 -3.4514 -1.2090 -5.2605
H38 -2.5712 -2.7260 -5.0507
H39 0.1567 -3.3805 -5.5784
H40 3.2645 -1.9392 -1.7250
H41 3.6319 -0.2239 -1.7416
H42 4.7730 -2.2730 -3.7391
H43 5.6380 -1.6732 -2.3255
H44 5.2384 -0.5709 -3.6452
H45 1.5465 1.6148 -2.9100
H46 0.8653 1.2976 -4.5025
H47 3.8717 1.6816 -3.9544
H48 2.8182 2.9203 -4.6439
H49 3.1364 1.4361 -5.5414
H50 1.0676 -3.0749 -7.5596
H51 2.4573 -3.0920 -9.5816
H52 4.6910 -2.0320 -9.5745
H53 5.5110 -0.9218 -7.5237
H54 4.0944 -0.8830 -5.4940
N5 2.4204 -1.8362 0.8137
C29 1.4987 -1.2813 0.3742
C30 -0.3800 -5.2407 5.0993
C31 -1.6512 -4.8010 4.3717
N6 -1.6743 -3.3875 3.9928
C32 -2.2568 -2.4452 4.9380
C33 -1.2477 -1.8356 5.9123
C34 -1.0445 -2.9346 2.8788
C35 -0.4969 -3.9484 1.9115
N7 -0.9150 -1.6861 2.5591
H55 -0.4158 -6.3165 5.2725
H56 -0.2878 -4.7455 6.0647
H57 0.5124 -5.0146 4.5170
H58 -2.5082 -4.9785 5.0205
H59 -1.7956 -5.4101 3.4805
H60 -3.0362 -2.9684 5.4911
H61 -2.7615 -1.6510 4.3799
H62 -0.8658 -2.5964 6.5905
H63 -1.7245 -1.0604 6.5129
H64 -0.4043 -1.3977 5.3766
H65 -1.3087 -4.4949 1.4271
H66 0.1469 -4.6705 2.4089
H67 0.0847 -3.4222 1.1608
H68 -1.2879 -1.0453 3.2569

## Properties
Charge: +1
Largest force on an atom (eV/A): 9.1
DFT total energy (Eh): -6318.23442



Record 2
This record from the OMol25 dataset describes 10 unconnected molecules or ions with the total composition C35H68N8O9. The level of theory is ωB97M-V with the def2-TZVPD basis set.

Atoms and positions in Å:
C1 -0.0328 -0.8605 5.6727
O1 0.8324 -1.7955 5.0760
C2 0.4587 -2.8634 4.4258
O2 -0.6959 -3.2320 4.3036
O3 1.6139 -3.4029 3.8891
C3 1.5304 -4.4680 3.0298
H1 -0.5966 -0.2684 4.9518
H2 0.5752 -0.2793 6.3660
H3 -0.7743 -1.3394 6.3122
H4 1.2836 -5.3838 3.5670
H5 2.4858 -4.5671 2.5146
H6 0.8643 -4.3018 2.1832
C4 -1.4322 -0.6508 -4.5901
O4 -1.3757 -1.7519 -3.6969
C5 -2.3660 -2.1638 -2.9237
O5 -3.4701 -1.6068 -2.9063
O6 -1.9827 -3.2383 -2.2624
C6 -2.9605 -3.8830 -1.3691
H7 -2.0649 -0.9694 -5.4186
H8 -0.4861 -0.2749 -4.9796
H9 -1.7944 0.2120 -4.0312
H10 -2.4674 -4.5911 -0.7031
H11 -3.6036 -4.4993 -1.9972
H12 -3.5991 -3.1419 -0.8882
C7 1.5452 -4.0926 -2.2265
N1 3.0022 -4.3629 -2.3655
C8 3.5482 -5.5319 -1.7382
C9 3.8335 -3.4533 -2.9529
O7 5.0500 -3.5549 -3.0569
H13 1.3611 -3.6906 -1.2302
H14 0.8870 -4.9422 -2.4087
H15 1.2123 -3.2857 -2.8794
H16 3.0529 -6.4433 -2.0728
H17 4.5907 -5.7745 -1.9439
H18 3.5099 -5.4731 -0.6505
H19 3.2959 -2.6087 -3.4109
C10 -3.0821 4.2271 2.3275
N2 -2.1598 3.5227 3.2019
C11 -0.7389 3.7100 2.9307
C12 -2.5573 2.7356 4.1776
O8 -1.8847 2.0317 4.9273
H20 -2.8053 5.2441 2.0497
H21 -4.0311 4.2916 2.8599
H22 -3.1127 3.6378 1.4111
H23 -0.4519 3.1378 2.0485
H24 -0.5112 4.7674 2.7958
H25 -0.0592 3.4823 3.7518
H26 -3.6537 2.7738 4.2709
C13 -6.1995 1.7078 -3.2678
N3 -5.6118 2.0350 -2.0083
C14 -4.4355 1.2055 -1.5737
C15 -5.8999 3.1638 -1.3352
O9 -5.4372 3.5183 -0.2760
H27 -5.5086 1.7348 -4.1104
H28 -7.0931 2.2429 -3.5891
H29 -6.4789 0.6558 -3.2100
H30 -4.1333 1.5401 -0.5813
H31 -4.6928 0.1465 -1.5964
H32 -3.5965 1.4090 -2.2390
H33 -6.7421 3.6561 -1.8458
C16 5.2777 1.1056 -5.9073
C17 3.8452 0.8046 -5.5830
C18 3.6951 0.2571 -4.1305
C19 3.9743 1.2999 -3.1256
N4 4.2750 2.1175 -2.3605
H34 5.7029 1.9158 -5.3148
H35 5.3087 1.4255 -6.9488
H36 5.9578 0.2584 -5.8197
H37 3.4960 0.1046 -6.3420
H38 3.2691 1.7239 -5.6886
H39 4.3372 -0.6157 -4.0120
H40 2.6722 -0.0426 -3.9022
C20 1.5298 3.7464 -0.9379
C21 2.7140 3.9236 0.0503
C22 3.8647 4.9164 -0.3102
C23 3.5316 6.2594 -0.6739
N5 3.3190 7.3854 -0.8928
H41 1.1862 2.7165 -1.0341
H42 1.8940 4.0123 -1.9303
H43 0.6767 4.3797 -0.6942
H44 3.1491 2.9845 0.3921
H45 2.2303 4.1968 0.9882
H46 4.3427 4.4476 -1.1704
H47 4.5874 5.0479 0.4951
C24 4.8383 -2.3805 1.1416
C25 3.7326 -1.5359 1.7945
C26 3.8660 -0.0006 1.5337
C27 5.1119 0.5483 2.0469
N6 6.1182 0.9104 2.4357
H48 4.7397 -2.4207 0.0568
H49 4.8003 -3.4080 1.5035
H50 5.8632 -2.0412 1.2921
H51 3.7473 -1.7301 2.8670
H52 2.7860 -1.9101 1.4044
H53 3.0559 0.5634 1.9961
H54 3.8894 0.2396 0.4707
C28 -5.6656 0.3617 4.8227
C29 -4.8835 0.0282 3.5420
C30 -4.6019 -1.4695 3.3260
C31 -3.6330 -1.6120 2.2333
N7 -2.9007 -1.8207 1.3744
H55 -6.6997 0.0186 4.7913
H56 -5.5992 1.4385 4.9780
H57 -5.2241 -0.1537 5.6757
H58 -3.9463 0.5814 3.4815
H59 -5.4774 0.3036 2.6705
H60 -5.4831 -2.0803 3.1294
H61 -4.2351 -1.8021 4.2970
C32 0.0274 -0.0671 1.4809
C33 -0.8713 0.5727 0.4098
C34 -0.6278 0.0690 -1.0251
C35 0.7764 -0.3514 -1.3185
N8 1.8429 -0.7052 -1.5401
H62 -0.3534 -1.0637 1.7039
H63 0.0636 0.4880 2.4182
H64 1.0366 -0.1575 1.0789
H65 -0.6775 1.6439 0.3545
H66 -1.9449 0.5167 0.5893
H67 -1.0184 0.8310 -1.6996
H68 -1.2436 -0.8181 -1.1731

## Properties
SMILES string: COC(=O)OC.COC(=O)OC.CN(C)C=O.CN(C)C=O.CN(C)C=O.CCCC#N.CCCC#N.CCCC#N.CCCC#N.CCCC#N
Largest force on an atom (eV/A): 3.3
DFT total energy (Eh): -2489.54718



Record 3
This record from the OMol25 dataset describes 3 unconnected molecules or ions with the total composition C35H68O3P. The level of theory is ωB97M-V with the def2-TZVPD basis set.

Atoms and positions in Å:
C1 1.2198 -2.5849 0.1831
C2 0.2606 -2.8957 -0.4958
C3 -0.9460 -3.5088 -1.0391
P1 -2.3103 -2.2694 -1.7506
C4 -2.2077 -1.0002 -0.2860
C5 -1.5216 0.3146 -0.7261
C6 -0.0958 0.5512 -0.1954
C7 0.3082 2.0353 -0.4695
C8 1.4104 2.0914 -1.5481
C9 2.1069 3.4530 -1.6799
C10 2.9115 3.8316 -0.4144
C11 2.7236 5.3378 -0.0917
C12 3.4022 5.6938 1.2640
C13 4.6812 6.5183 0.9846
C14 5.4170 6.8700 2.3011
C15 6.3212 5.6966 2.7252
C16 7.5192 5.4854 1.7645
C17 8.7586 6.2201 2.3461
C18 -3.6907 -3.3344 -0.9567
C19 -4.0758 -3.1844 0.5146
C20 -3.0817 -3.6849 1.5790
C21 -3.4000 -3.1914 3.0121
C22 -4.8849 -3.2646 3.4115
O1 -5.3477 -1.9549 3.7598
C23 -6.5853 -1.6309 3.1562
C24 -2.3768 -3.2238 -3.4458
C25 -3.3968 -4.0569 -3.9034
C26 -3.3593 -4.6500 -5.1624
C27 -2.2932 -4.4549 -6.0166
C28 -1.2594 -3.6249 -5.5902
C29 -1.3194 -3.0330 -4.3424
H1 2.1084 -2.1794 0.6066
H2 -0.5984 -4.0499 -1.9338
H3 -1.3381 -4.3001 -0.3956
H4 -3.3071 -1.3477 -2.3433
H5 -1.1966 -1.5234 -2.3431
H6 -1.8167 -1.3917 0.6592
H7 -3.2470 -0.6695 -0.1521
H8 -2.1167 1.1651 -0.3520
H9 -1.5627 0.4162 -1.8207
H10 0.5733 -0.0373 -0.8281
H11 0.0110 0.2922 0.8591
H12 0.5959 2.5721 0.4414
H13 -0.5499 2.5835 -0.8860
H14 2.1799 1.3716 -1.2225
H15 1.0340 1.6900 -2.4996
H16 1.4280 4.2509 -2.0036
H17 2.8384 3.3528 -2.4969
H18 2.5945 3.2274 0.4416
H19 3.9829 3.6345 -0.5487
H20 1.6487 5.5317 -0.1117
H21 3.2249 5.8753 -0.9053
H22 3.6437 4.7554 1.7708
H23 2.6899 6.2677 1.8664
H24 5.2810 5.9067 0.3027
H25 4.3563 7.4033 0.4257
H26 5.9977 7.7824 2.1351
H27 4.6427 6.9943 3.0637
H28 6.7517 5.9609 3.7013
H29 5.7562 4.7720 2.8702
H30 7.3309 5.9377 0.7855
H31 7.7229 4.4252 1.5933
H32 9.1075 5.6649 3.2204
H33 8.4142 7.2065 2.6719
H34 9.5294 6.3180 1.5794
H35 -4.6016 -3.1409 -1.5446
H36 -3.4673 -4.3960 -1.1503
H37 -4.9802 -3.8003 0.6628
H38 -4.4145 -2.1848 0.8193
H39 -3.1412 -4.7855 1.5960
H40 -2.0377 -3.4340 1.3808
H41 -2.8071 -3.7672 3.7329
H42 -3.0375 -2.1595 3.0798
H43 -5.5193 -3.7495 2.6666
H44 -4.9510 -3.8684 4.3307
H45 -7.3966 -2.1155 3.7235
H46 -6.7241 -0.5506 3.2654
H47 -6.6247 -1.8876 2.0922
H48 -4.2781 -4.2458 -3.2991
H49 -4.1775 -5.2810 -5.5073
H50 -2.2222 -4.8974 -7.0063
H51 -0.3966 -3.4109 -6.2181
H52 -0.5017 -2.3886 -4.0165
C30 -0.7513 -4.0574 6.5665
C31 -0.3729 -5.5060 6.2984
C32 1.1378 -5.6901 6.2830
O2 -0.9218 -5.9260 5.0525
H53 -0.3598 -3.4052 5.7813
H54 -1.8357 -3.9392 6.5690
H55 -0.3600 -3.7153 7.5268
H56 -0.8114 -6.1473 7.0650
H57 1.5896 -5.0885 5.4899
H58 1.3937 -6.7315 6.0831
H59 1.5829 -5.3978 7.2362
H60 -0.5463 -5.3685 4.3612
C33 -0.5529 3.1253 -6.0626
C34 -0.4574 1.6797 -5.5938
C35 -1.4576 0.7921 -6.3203
O3 -0.6830 1.6090 -4.1910
H61 -1.5482 3.5300 -5.8573
H62 0.1655 3.7490 -5.5277
H63 -0.3588 3.2089 -7.1340
H64 0.5541 1.3065 -5.7642
H65 -2.4805 1.1245 -6.1223
H66 -1.3815 -0.2377 -5.9686
H67 -1.2902 0.8070 -7.3998
H68 -1.5745 1.9315 -4.0183

## Properties
Charge: -1
Largest force on an atom (eV/A): 1.7
DFT total energy (Eh): -1941.27270



Record 4
This record from the OMol25 dataset describes 5 unconnected molecules or ions with the total composition C35H69N3O9. The level of theory is ωB97M-V with the def2-TZVPD basis set.

Atoms and positions in Å:
C1 -7.6304 -0.8522 3.6107
C2 -6.4729 -0.3220 4.4442
C3 -6.4105 1.2247 4.3506
C4 -6.6734 -0.7483 5.8897
C5 -5.5617 -0.2442 6.8184
C6 -4.1690 -0.3799 6.1994
C7 -4.0985 -1.2577 4.9358
C8 -2.8019 -0.9391 4.2254
C9 -4.1411 -2.7592 5.2367
N1 -5.2256 -0.9399 4.0454
O1 -5.0553 -1.2479 2.6880
H1 -7.3111 -1.0535 2.5884
H2 -8.0143 -1.7864 4.0279
H3 -8.4802 -0.1724 3.5255
H4 -6.8310 1.5801 3.4083
H5 -6.9519 1.6958 5.1728
H6 -5.3711 1.5540 4.3812
H7 -7.6541 -0.4407 6.2741
H8 -6.7414 -1.8348 5.9974
H9 -5.7587 0.8312 6.9204
H10 -5.7022 -0.6478 7.8196
H11 -3.5411 -0.9627 6.8826
H12 -3.6767 0.5730 6.0293
H13 -2.8263 0.1122 3.8862
H14 -2.6892 -1.4422 3.2657
H15 -1.9244 -0.9987 4.8650
H16 -3.4952 -3.0375 6.0788
H17 -3.9138 -3.3468 4.3504
H18 -5.1297 -3.0619 5.5865
H19 -4.5300 -0.5337 2.3040
C10 1.3375 -0.7353 -1.9274
C11 0.7356 -1.3750 -0.6789
C12 1.6417 -1.0204 0.5246
C13 -0.6556 -0.7766 -0.5137
C14 -1.3841 -1.4386 0.6284
C15 -1.6321 -2.8992 0.2544
C16 -0.3564 -3.6609 -0.1185
C17 0.3081 -4.2085 1.1523
C18 -0.7244 -4.7948 -1.0867
N2 0.5652 -2.7987 -0.9155
O2 1.8377 -3.4073 -1.0144
H20 0.8104 -1.0125 -2.8471
H21 1.2474 0.3560 -1.8898
H22 2.3850 -0.9278 -2.1631
H23 1.8373 -1.8872 1.1597
H24 2.5826 -0.5385 0.2719
H25 1.0884 -0.3516 1.1957
H26 -0.5969 0.3128 -0.4808
H27 -1.2234 -0.9939 -1.4274
H28 -0.8405 -1.4232 1.5770
H29 -2.3545 -0.9600 0.7852
H30 -2.3455 -2.9755 -0.5678
H31 -2.0758 -3.3716 1.1338
H32 0.0351 -3.6470 2.0482
H33 1.3956 -4.1923 1.0578
H34 0.0790 -5.2579 1.3488
H35 -1.1653 -5.6425 -0.5519
H36 0.1319 -5.2142 -1.6134
H37 -1.4593 -4.4214 -1.7978
H38 1.8681 -3.7914 -1.8968
C19 0.3450 4.9569 -4.8980
C20 1.4874 4.1691 -5.5354
C21 2.0037 4.9006 -6.7685
C22 2.6294 4.0814 -4.5176
C23 3.6961 3.0369 -4.8351
C24 3.0021 1.6814 -4.8844
C25 1.9023 1.6408 -5.9240
C26 2.4890 1.6076 -7.3458
C27 1.0715 0.3437 -5.7350
N3 1.0180 2.8021 -5.7404
O3 -0.0080 2.8486 -6.7318
H39 -0.3990 5.1299 -5.6843
H40 -0.1192 4.4026 -4.0890
H41 0.6623 5.9550 -4.5921
H42 1.2754 4.7838 -7.5786
H43 2.0713 5.9662 -6.5441
H44 2.9573 4.5613 -7.1631
H45 3.0350 5.0794 -4.3142
H46 2.2452 3.8450 -3.5087
H47 4.0795 3.3180 -5.8214
H48 4.4868 3.0687 -4.0893
H49 2.7093 1.4931 -3.8409
H50 3.7422 0.8823 -5.0016
H51 3.2350 0.8298 -7.4977
H52 2.9276 2.5771 -7.5840
H53 1.6902 1.5158 -8.0834
H54 1.3743 -0.4239 -6.4417
H55 0.0040 0.5446 -5.8361
H56 1.1450 -0.0290 -4.7141
H57 -0.6143 2.1417 -6.4932
C28 2.9325 1.8278 3.5673
C29 2.2582 2.0608 4.8917
C30 0.9691 2.9060 4.9075
O4 -0.0573 1.9814 5.2682
C31 0.5078 0.8633 5.7694
O5 -0.0879 -0.0341 6.2635
O6 1.8222 0.8190 5.4357
H58 2.2151 1.6263 2.7698
H59 3.5674 0.9463 3.6680
H60 3.5559 2.6728 3.2800
H61 2.9456 2.5580 5.5791
H62 0.7204 3.4356 3.9913
H63 1.0313 3.6462 5.7088
C32 4.7925 -2.4986 -1.9300
C33 5.5368 -1.2352 -1.5789
C34 7.0750 -1.3875 -1.5392
O7 7.5472 -0.7414 -2.6986
C35 6.5215 -0.1522 -3.3545
O8 6.5902 0.4512 -4.3730
O9 5.3894 -0.2375 -2.6175
H64 5.3988 -3.3243 -2.2989
H65 3.9248 -2.3296 -2.5610
H66 4.3453 -2.8703 -0.9990
H67 5.1880 -0.7548 -0.6687
H68 7.3456 -2.4476 -1.5177
H69 7.5302 -0.9988 -0.6253

## Properties
SMILES string: CC1(C)CCCC(C)(C)N1O.CC1(C)CCCC(C)(C)N1O.CC1(C)CCCC(C)(C)N1O.C[C@H]1COC(=O)O1.C[C@H]1COC(=O)O1
Largest force on an atom (eV/A): 1.7
DFT total energy (Eh): -2216.27006